{
  "formula": "C31H70FN5O12P2",
  "method": "ωB97M-V/def2-TZVPD",
  "homo_energy_ev": -8.50,
  "e_tot_ev": -86590.390,
  "e_above_lowest_kcal_mol": 15.7,
  "orbital_gap_ha": 0.323,
  "charge": 0,
  "symbols": ["C", "C", "N", "C", "C", "C", "O", "C", "C", "C", "F", "C", "O", "C", "N", "O", "C", "C", "C", "C", "C", "O", "C", "O", "O", "C", "C", "N", "C", "C", "C", "O", "P", "N", "P", "N", "C", "C", "O", "H", "H", "H", "H", "H", "H", "H", "H", "H", "H", "H", "H", "H", "H", "H", "H", "H", "H", "H", "H", "H", "H", "H", "H", "H", "H", "H", "H", "H", "H", "H", "H", "H", "H", "H", "H", "H", "H", "H", "H", "H", "H", "H", "H", "H", "H", "C", "C", "O", "H", "H", "H", "H", "H", "H", "C", "C", "O", "H", "H", "H", "H", "H", "H", "C", "C", "O", "H", "H", "H", "H", "H", "H", "C", "C", "O", "H", "H", "H", "H", "H", "H"],
  "xyz": [[-1.68512, -6.01997, 2.18539], [-1.68647, -6.86319, 0.89467], [-2.70794, -6.38726, -0.05722], [-2.16228, -5.67638, -1.22059], [-2.05569, -4.19928, -0.90520], [-1.55354, -3.37868, -2.07803], [-2.31399, -2.18793, -2.11826], [-2.16541, -1.47931, -3.31578], [-2.91192, -2.12805, -4.49051], [-3.97585, -3.14643, -4.08674], [-3.46260, -1.21087, -5.36091], [-2.48215, -0.01325, -2.97422], [-2.38627, 0.79365, -4.12544], [-3.38916, 1.56142, -4.42066], [-4.34319, 2.19496, -4.73968], [-1.47896, 0.33899, -2.04352], [-1.14140, 1.70680, -1.94653], [-0.38595, 1.79278, -0.61383], [0.92173, 0.95200, -0.62686], [2.21072, 1.77899, -0.50297], [2.70877, 1.77227, 0.91913], [1.64009, 2.22812, 1.78199], [2.00726, 3.10935, 2.72445], [2.99055, 2.98755, 3.44241], [-2.19311, 2.58826, -2.06817], [-2.83133, 3.10947, -0.90815], [-4.10763, 3.84055, -1.38802], [-5.21186, 3.55940, -0.47805], [-6.39607, 2.94961, -1.06587], [-6.98399, 1.82181, -0.19950], [-7.82754, 0.86260, -1.03857], [-5.95735, 1.13530, 0.50865], [0.05413, 2.29338, -3.30785], [-0.64564, 3.00556, -4.52396], [-4.10461, 0.05214, -1.99524], [-5.40783, -0.55160, -2.62861], [-3.60431, -7.42523, -0.42990], [-4.75833, -7.60677, 0.51522], [-3.47407, -8.11880, -1.41896], [-1.03952, -5.15821, 2.10501], [-2.69011, -5.64066, 2.31534], [-1.46068, -6.61476, 3.05995], [-0.71185, -6.74465, 0.44010], [-1.86465, -7.89006, 1.17416], [-2.84644, -5.83457, -2.04208], [-1.18763, -6.06111, -1.52064], [-1.47984, -4.00009, -0.01175], [-3.05895, -3.84697, -0.69736], [-0.49802, -3.14746, -1.93426], [-1.66239, -3.94051, -2.99895], [-1.09910, -1.46153, -3.54260], [-2.18464, -2.68794, -5.06445], [-4.82658, -3.00488, -4.73141], [-3.63541, -4.15187, -4.27713], [-4.32383, -3.00817, -3.07670], [-0.08852, 2.80930, -0.41821], [-0.99643, 1.38557, 0.17779], [0.89722, 0.33180, 0.25834], [0.95040, 0.26832, -1.46397], [3.00610, 1.33408, -1.08654], [2.06294, 2.81692, -0.76738], [3.54938, 2.44424, 1.02766], [3.04121, 0.78723, 1.22280], [1.35536, 3.98205, 2.81793], [-3.16202, 2.34334, -0.22092], [-2.22003, 3.84617, -0.40492], [-3.90565, 4.90393, -1.37906], [-4.32961, 3.51125, -2.39303], [-5.45222, 4.35360, 0.08365], [-6.20983, 2.55641, -2.05606], [-7.17901, 3.70366, -1.11302], [-7.62789, 2.24615, 0.56266], [-7.42358, -0.14069, -1.04124], [-8.84474, 0.78887, -0.68150], [-7.85465, 1.19815, -2.06808], [-5.92634, 0.23243, 0.20081], [0.78404, 1.15445, -3.71240], [0.90626, 3.20574, -2.66540], [-0.31576, 3.95453, -4.60234], [-4.29794, 1.38876, -1.62818], [-3.72794, -0.58035, -0.79634], [-5.24680, -0.87826, -3.57322], [-4.44093, -8.11368, 1.41686], [-5.09114, -6.62689, 0.83305], [-5.57159, -8.12198, 0.03313], [5.40368, 4.57487, 6.32131], [5.58054, 5.35584, 5.03248], [5.99230, 4.51125, 3.95951], [6.33477, 4.07696, 6.59410], [5.10380, 5.23077, 7.14001], [4.64193, 3.80213, 6.19917], [6.35315, 6.11498, 5.14801], [4.64547, 5.85565, 4.75932], [5.31157, 3.84233, 3.83888], [-6.57645, -6.87350, -2.38783], [-6.34865, -5.37330, -2.43581], [-6.23756, -4.89857, -3.77517], [-5.76102, -7.39953, -2.88490], [-6.64442, -7.22800, -1.35863], [-7.50165, -7.13835, -2.90490], [-5.41557, -5.11146, -1.93483], [-7.16458, -4.84433, -1.93233], [-7.05881, -5.10743, -4.22796], [10.37582, 4.75821, 4.75186], [9.95064, 4.83097, 3.29829], [8.86910, 3.94784, 3.01946], [10.67150, 3.74254, 5.00924], [11.21462, 5.42607, 4.94854], [9.54506, 5.03469, 5.40859], [10.77433, 4.53935, 2.65035], [9.65547, 5.85511, 3.03914], [8.12563, 4.20513, 3.57849], [15.49641, 3.32672, 4.01477], [14.12623, 3.46750, 4.65250], [13.12338, 3.77791, 3.68857], [15.76928, 4.24605, 3.49653], [16.25825, 3.10682, 4.76403], [15.49697, 2.52211, 3.27587], [14.12371, 4.28161, 5.37543], [13.85202, 2.54507, 5.17585], [13.10075, 3.06237, 3.04789]],
  "mulliken_charge": [-1.22, -0.50, 0.64, -1.66, 0.35, -0.97, -0.23, -0.67, -0.30, -1.23, -0.41, 0.95, -0.55, 0.84, -0.69, -0.29, 1.01, -1.42, -0.79, -0.78, -0.78, -0.23, 0.09, -0.52, 0.07, -0.83, -1.12, -0.04, -1.13, 0.39, -1.18, -0.60, 0.26, -0.76, 0.47, -0.57, 0.51, -1.50, -0.58, 0.32, 0.30, 0.37, 0.30, 0.51, 0.55, 0.26, 0.22, 0.25, 0.35, 0.40, 0.59, 0.43, 0.47, 0.56, 0.17, 0.67, 0.30, 0.51, 0.55, 0.27, 0.31, 0.49, 0.31, 0.44, 0.45, 0.33, 0.47, 0.33, 0.28, 0.41, 0.36, 0.53, 0.25, 0.32, 0.35, 0.31, 0.04, 0.08, 0.23, -0.14, -0.05, 0.30, 0.34, 0.37, 0.48, -0.97, -0.25, -0.46, 0.26, 0.36, 0.25, 0.31, 0.27, 0.22, -0.98, 0.26, -0.46, 0.28, 0.06, 0.47, -0.19, 0.29, 0.28, -0.83, -0.18, -0.49, 0.18, 0.27, 0.38, 0.21, 0.24, 0.24, -1.09, -0.26, -0.42, 0.28, 0.34, 0.33, 0.28, 0.29, 0.25]
}